## one
This record from the OMol25 dataset describes a structure of composition C5H17AsI2InN2. The level of theory is wB97M-V/def2-TZVPD.

```
! wB97M-V def2-TZVPD RIJCOSX def2/J DEFGRID3
* xyz 1 1
In -0.138 0.956 -0.122
I 0.016 -0.232 3.141
C -1.522 -1.415 2.291
I -1.084 -2.129 0.338
H -2.407 -0.794 2.211
H -1.662 -2.279 2.926
N 2.601 1.205 0.469
N 2.142 -0.130 0.180
H 3.613 1.278 0.415
H 2.337 1.419 1.426
H 2.604 -0.839 0.745
H 2.378 -0.312 -0.790
C -2.012 1.753 0.560
H -2.370 2.239 -0.362
H -1.698 2.577 1.220
C -0.556 0.140 -4.386
As 0.488 -0.175 -2.784
C 2.228 0.551 -3.322
C 0.816 -2.087 -2.942
H -0.044 -0.299 -5.240
H -0.668 1.212 -4.535
H -1.542 -0.307 -4.277
H 2.097 1.155 -4.218
H 2.923 -0.257 -3.542
H 2.641 1.190 -2.544
H 1.325 -2.285 -3.884
H -0.136 -2.617 -2.931
H 1.425 -2.447 -2.114
*
```

Results
Lowest unoccupied orbital energy (alpha / beta) = -3.711 / -3.711 eV
Orbital gap (alpha / beta) = 7.16 / 7.16 eV
HOMO (alpha / beta) = -0.399 / -0.399 hartree

Results of the Mulliken charge analysis, in e, for atoms 1 through 8: number 1, In, carries 0.771; number 2, I, carries 0.087; number 3, C, carries -0.908; number 4, I, carries 0.169; number 5, H, carries 0.435; number 6, H, carries 0.448; number 7, N, carries -0.441; number 8, N, carries -0.351



## two
This record from the OMol25 dataset describes a structure of composition C5H17AsI2InN2. The level of theory is wB97M-V/def2-TZVPD.

```
! wB97M-V def2-TZVPD RIJCOSX def2/J DEFGRID3
* xyz 1 1
In -0.290 0.288 1.639
I 0.895 3.416 2.512
C 2.698 2.303 2.304
I 2.714 1.013 0.601
H 2.805 1.675 3.180
H 3.513 3.006 2.192
N -2.149 2.026 0.336
N -0.885 1.920 -0.340
H -2.870 2.405 -0.269
H -2.033 2.682 1.100
H -0.603 2.787 -0.787
H -1.004 1.231 -1.071
C 0.376 -0.259 3.670
H 0.110 -1.331 3.676
H -0.388 0.226 4.302
C 0.108 -3.307 -1.003
As -0.126 -1.373 -0.925
C -1.858 -1.184 -1.840
C 1.099 -0.833 -2.353
H 0.014 -3.650 -2.032
H -0.655 -3.782 -0.389
H 1.090 -3.575 -0.618
H -2.344 -2.156 -1.892
H -1.714 -0.808 -2.851
H -2.510 -0.511 -1.284
H 0.806 -1.320 -3.281
H 2.111 -1.139 -2.089
H 1.090 0.249 -2.487
*
```

Results
Lowest unoccupied orbital energy (alpha / beta) = -3.961 / -3.961 eV
Orbital gap (alpha / beta) = 7.08 / 7.08 eV
HOMO (alpha / beta) = -0.406 / -0.406 hartree

Results of the Mulliken charge analysis, in e, for atoms 1 through 8: number 1, In, carries 0.746; number 2, I, carries 0.090; number 3, C, carries -0.910; number 4, I, carries 0.179; number 5, H, carries 0.434; number 6, H, carries 0.448; number 7, N, carries -0.442; number 8, N, carries -0.319



Which of them is least stable? Easy: two.



## one
This record from the OMol25 dataset describes a structure of composition C6H12N2O4S2. The level of theory is wB97M-V/def2-TZVPD.

```
! wB97M-V def2-TZVPD RIJCOSX def2/J DEFGRID3
* xyz 0 1
C 3.162 0.477 -0.358
C 2.667 0.363 1.029
C 1.789 0.171 -0.123
C -1.538 -0.142 0.003
C -2.891 0.129 -0.716
C -1.779 -1.056 1.219
N -0.683 -0.983 -0.966
N -1.007 1.032 0.584
O 0.846 -2.101 0.720
O 1.491 -2.013 -1.638
O 0.548 3.008 0.161
O -0.337 1.729 -1.785
S 0.909 -1.356 -0.491
S 0.128 1.762 -0.427
H 3.420 1.539 -0.581
H 3.701 -0.339 -1.047
H 2.971 -0.541 1.437
H 2.662 1.213 1.629
H -3.168 1.155 -0.632
H -3.605 -0.601 -0.389
H -2.571 0.039 -1.723
H -2.810 -0.877 1.573
H -1.050 -0.889 1.983
H -1.725 -2.080 0.868
H -0.574 -0.558 -1.874
H -0.555 0.919 1.543
*
```

Results
Lowest unoccupied orbital energy = -0.493 eV
Orbital gap = 9.57 eV
HOMO = -0.370 hartree

Results of the Mulliken charge analysis, in e, for atoms 1 through 8: number 1, C, carries -0.173; number 2, C, carries -0.744; number 3, C, carries 0.031; number 4, C, carries 1.457; number 5, C, carries -1.656; number 6, C, carries -2.002; number 7, N, carries -0.664; number 8, N, carries -0.407



## two
This record from the OMol25 dataset describes a structure of composition C6H12N2O4S2. The level of theory is wB97M-V/def2-TZVPD.

```
! wB97M-V def2-TZVPD RIJCOSX def2/J DEFGRID3
* xyz 0 1
C -2.847 -0.471 -1.628
C 1.158 1.351 -1.012
C 2.296 0.045 2.038
C 1.393 -0.824 1.195
C -1.622 -1.267 -1.863
C 0.013 1.126 -0.090
N -0.779 -1.633 -0.970
N -1.094 1.881 -0.089
O 0.274 -2.245 -1.098
O -1.265 2.853 -0.807
O -1.109 -1.249 0.402
O -1.969 1.441 0.723
S 1.690 0.182 3.760
S -0.268 -0.027 1.140
H -2.938 -0.153 -0.591
H -2.833 0.412 -2.268
H -3.731 -1.050 -1.896
H 1.399 0.455 -1.587
H 0.846 2.130 -1.707
H 2.060 1.690 -0.505
H 2.307 1.073 1.674
H 3.317 -0.335 2.055
H 1.783 -0.959 0.191
H 1.237 -1.799 1.650
H -1.391 -1.597 -2.866
H 2.072 -1.031 4.148
*
```

Results
Lowest unoccupied orbital energy = -0.185 eV
Orbital gap = 8.62 eV
HOMO = -0.324 hartree

Results of the Mulliken charge analysis, in e, for atoms 1 through 8: number 1, C, carries -1.108; number 2, C, carries -1.376; number 3, C, carries -0.736; number 4, C, carries -0.644; number 5, C, carries -0.075; number 6, C, carries 0.335; number 7, N, carries 0.765; number 8, N, carries 1.142



Which of them is least stable? Easy: two.



## one
This record from the OMol25 dataset describes a cluster of 2 separate species, C3H9NO2S2 in total. The level of theory is wB97M-V/def2-TZVPD.

```
! wB97M-V def2-TZVPD RIJCOSX def2/J DEFGRID3
* xyz 0 1
N -0.678 0.670 0.449
C -0.386 -0.462 -0.435
C -1.616 -1.086 -1.056
O -2.609 -0.451 -1.292
C 0.637 -1.324 0.232
S 2.295 -0.698 0.524
S 2.460 1.139 -0.306
H -0.329 1.505 0.019
H -1.661 0.796 0.617
H -0.111 -0.084 -1.461
H -1.592 -2.174 -1.275
H 0.805 -2.267 -0.322
H 0.164 -1.718 1.139
H 2.136 1.910 0.779
H -3.975 0.963 0.247
H -4.114 0.094 1.399
O -4.294 1.025 1.159
*
```

Results
Lowest unoccupied orbital energy = 0.351 eV
Orbital gap = 9.67 eV
SMILES = N[C@H](C=O)CSS.O
HOMO = -0.342 hartree

Results of the Mulliken charge analysis, in e, for atoms 1 through 8: number 1, N, carries -0.541; number 2, C, carries 0.484; number 3, C, carries -0.406; number 4, O, carries -0.469; number 5, C, carries -0.587; number 6, S, carries -0.078; number 7, S, carries -0.239; number 8, H, carries 0.244



## two
This record from the OMol25 dataset describes a cluster of 3 separate species, C3H9NO2S2 in total. The level of theory is wB97M-V/def2-TZVPD.

```
! wB97M-V def2-TZVPD RIJCOSX def2/J DEFGRID3
* xyz 0 1
S 3.370 0.609 0.332
S 1.235 -0.424 -1.830
C 0.380 0.457 -0.526
C -0.973 0.452 -0.891
C -1.925 -0.309 -0.073
N -3.181 -0.440 -0.604
O -1.621 -0.795 0.997
H 3.254 1.941 0.225
H 0.533 -0.075 0.415
H 0.974 1.394 -0.355
H -1.247 0.827 -1.866
H 2.428 0.190 -1.399
H -3.860 -0.855 0.012
H -3.294 -0.547 -1.597
H 0.528 -0.954 2.374
H 1.978 -0.534 2.049
O 1.423 -0.938 2.736
*
```

Results
Lowest unoccupied orbital energy = -3.655 eV
Orbital gap = 4.83 eV
HOMO = -0.312 hartree

Results of the Mulliken charge analysis, in e, for atoms 1 through 8: number 1, S, carries -0.514; number 2, S, carries -0.110; number 3, C, carries 0.357; number 4, C, carries -0.648; number 5, C, carries 0.613; number 6, N, carries -0.435; number 7, O, carries -0.538; number 8, H, carries 0.140



Which of them is least stable? Easy: two.